1.
{"formula": "C39H63BF4N11PTi", "method": "wB97M-V/def2-TZVPD", "charge": 2, "species": ["Ti", "C", "N", "C", "C", "N", "C", "C", "N", "C", "C", "N", "C", "N", "C", "C", "N", "C", "C", "C", "C", "N", "C", "N", "C", "C", "N", "C", "C", "N", "C", "C", "H", "H", "H", "H", "H", "H", "H", "H", "H", "H", "H", "H", "H", "H", "H", "H", "H", "H", "H", "H", "H", "H", "H", "H", "H", "H", "H", "H", "H", "H", "H", "H", "H", "H", "H", "H", "H", "H", "H", "H", "H", "H", "H", "H", "H", "H", "H", "H", "F", "B", "F", "F", "F", "N", "P", "C", "C", "C", "C", "C", "C", "C", "C", "C", "C", "C", "C", "C", "C", "C", "C", "C", "C", "H", "H", "H", "H", "H", "H", "H", "H", "H", "H", "H", "H", "H", "H", "H"], "positions_angstrom": [[-0.617, 0.431, -0.197], [-3.912, 3.776, -1.518], [-3.739, 2.539, -2.255], [-4.635, 2.446, -3.388], [-2.774, 1.625, -2.001], [-2.369, 1.334, -0.770], [-3.362, 1.406, 0.293], [-3.988, 0.009, 0.337], [-2.924, -1.000, 0.398], [-3.350, -2.160, -0.406], [-2.463, -3.411, -0.340], [-1.051, -3.130, -0.203], [-0.276, -4.062, 0.263], [1.060, -3.994, -0.046], [2.061, -4.231, 0.972], [1.456, -3.130, -1.133], [-0.630, -5.177, 0.991], [-0.047, -6.474, 0.713], [-1.619, -5.217, 2.042], [-2.590, -1.326, 1.786], [-1.107, -1.056, 2.071], [-0.771, 0.348, 1.835], [-0.958, 1.195, 2.832], [-1.495, 0.732, 4.032], [-0.623, 0.124, 5.022], [-2.710, 1.327, 4.560], [-0.680, 2.499, 2.699], [-0.270, 3.072, 1.439], [-0.678, 3.451, 3.791], [-2.243, 0.953, -3.061], [-1.624, -0.357, -2.935], [-1.989, 1.617, -4.330], [-3.849, 4.609, -2.220], [-3.132, 3.909, -0.776], [-4.899, 3.821, -1.047], [-5.657, 2.600, -3.030], [-4.578, 1.466, -3.850], [-4.432, 3.218, -4.133], [-4.156, 2.131, 0.109], [-2.883, 1.654, 1.245], [-4.555, -0.121, -0.590], [-4.697, -0.093, 1.171], [-3.416, -1.817, -1.442], [-4.358, -2.473, -0.093], [-2.603, -3.954, -1.286], [-2.857, -4.064, 0.443], [2.982, -4.565, 0.496], [1.734, -4.997, 1.667], [2.275, -3.318, 1.539], [0.910, -3.418, -2.032], [2.523, -3.265, -1.305], [1.249, -2.068, -0.910], [0.703, -6.393, -0.067], [-0.830, -7.158, 0.371], [0.411, -6.898, 1.613], [-1.863, -4.215, 2.383], [-1.202, -5.765, 2.891], [-2.535, -5.735, 1.737], [-2.809, -2.373, 1.997], [-3.193, -0.724, 2.474], [-0.505, -1.652, 1.370], [-0.888, -1.362, 3.097], [0.317, -0.172, 4.560], [-1.109, -0.755, 5.452], [-0.404, 0.822, 5.839], [-3.215, 1.904, 3.787], [-2.541, 1.968, 5.431], [-3.373, 0.515, 4.871], [-0.345, 2.309, 0.643], [0.771, 3.413, 1.492], [-0.904, 3.929, 1.191], [-1.521, 4.141, 3.701], [0.245, 4.033, 3.749], [-0.724, 2.955, 4.755], [-1.270, -0.580, -1.896], [-0.763, -0.406, -3.605], [-2.329, -1.140, -3.242], [-2.253, 2.668, -4.263], [-2.548, 1.150, -5.146], [-0.920, 1.566, -4.556], [-0.880, 3.642, -1.227], [0.237, 3.091, -1.792], [-0.079, 1.604, -1.793], [1.287, 3.149, -0.918], [0.457, 3.476, -3.044], [1.092, -0.061, -0.208], [2.512, 0.506, -0.666], [3.929, -0.650, -0.639], [4.884, -0.646, -1.650], [6.048, -1.379, -1.502], [6.270, -2.111, -0.348], [5.322, -2.115, 0.663], [4.160, -1.380, 0.520], [3.100, 1.657, 0.625], [4.179, 2.517, 0.477], [4.619, 3.255, 1.565], [4.007, 3.121, 2.803], [2.952, 2.236, 2.959], [2.502, 1.503, 1.873], [2.531, 1.042, -2.417], [1.977, 0.097, -3.283], [1.985, 0.313, -4.649], [2.566, 1.465, -5.159], [3.116, 2.401, -4.300], [3.094, 2.200, -2.929], [4.732, -0.076, -2.554], [6.784, -1.371, -2.291], [7.179, -2.677, -0.234], [5.494, -2.680, 1.568], [3.422, -1.365, 1.310], [4.691, 2.599, -0.469], [5.453, 3.931, 1.460], [4.365, 3.691, 3.647], [2.493, 2.114, 3.931], [1.694, 0.784, 1.979], [1.546, -0.811, -2.874], [1.548, -0.421, -5.316], [2.586, 1.630, -6.224], [3.562, 3.297, -4.702], [3.492, 2.957, -2.275]], "nbo_charge": [2.00, -0.42, -0.42, -0.41, 0.73, -0.81, -0.22, -0.21, -0.47, -0.21, -0.24, -0.61, 0.64, -0.44, -0.40, -0.41, -0.47, -0.41, -0.40, -0.23, -0.27, -0.76, 0.73, -0.51, -0.41, -0.41, -0.38, -0.32, -0.41, -0.41, -0.30, -0.41, 0.23, 0.23, 0.20, 0.22, 0.22, 0.21, 0.23, 0.20, 0.21, 0.21, 0.20, 0.20, 0.21, 0.19, 0.21, 0.22, 0.18, 0.21, 0.21, 0.20, 0.23, 0.21, 0.20, 0.19, 0.21, 0.20, 0.22, 0.21, 0.27, 0.24, 0.22, 0.22, 0.20, 0.21, 0.20, 0.22, 0.12, 0.26, 0.25, 0.22, 0.23, 0.23, 0.11, 0.24, 0.23, 0.23, 0.21, 0.23, -0.53, 1.36, -0.58, -0.53, -0.50, -1.39, 1.76, -0.31, -0.20, -0.20, -0.17, -0.20, -0.22, -0.27, -0.19, -0.19, -0.18, -0.21, -0.25, -0.38, -0.23, -0.16, -0.19, -0.19, -0.17, 0.23, 0.23, 0.23, 0.23, 0.21, 0.23, 0.24, 0.23, 0.22, 0.23, 0.22, 0.22, 0.23, 0.24, 0.23]}



2.
{"formula": "C39H63N16", "method": "wB97M-V/def2-TZVPD", "charge": 1, "species": ["C", "C", "C", "C", "C", "C", "C", "C", "N", "C", "H", "H", "H", "H", "H", "H", "H", "H", "H", "H", "H", "H", "H", "H", "H", "H", "H", "H", "C", "C", "N", "H", "H", "H", "C", "C", "N", "H", "H", "H", "C", "C", "N", "H", "H", "H", "C", "C", "N", "H", "H", "H", "C", "C", "N", "H", "H", "H", "C", "C", "N", "H", "H", "H", "C", "C", "N", "H", "H", "H", "C", "C", "N", "H", "H", "H", "C", "C", "N", "H", "H", "H", "C", "C", "N", "H", "H", "H", "C", "C", "N", "H", "H", "H", "C", "C", "N", "H", "H", "H", "C", "C", "N", "H", "H", "H", "C", "C", "N", "H", "H", "H", "C", "C", "N", "H", "H", "H"], "positions_angstrom": [[1.000, -0.617, 2.552], [-0.601, -0.140, 2.567], [-0.933, 1.062, 1.502], [-1.410, 0.562, 0.015], [-0.362, -0.442, -0.749], [0.776, 0.306, -1.662], [2.245, -0.412, -1.322], [3.066, 0.629, -0.305], [2.455, 1.860, -0.389], [1.230, 1.845, -1.326], [1.157, -1.598, 1.899], [1.664, 0.284, 2.194], [1.323, -0.874, 3.651], [-1.343, -1.056, 2.518], [-0.757, 0.328, 3.655], [-1.857, 1.663, 1.961], [-0.074, 1.864, 1.384], [-1.714, 1.521, -0.627], [-2.426, -0.036, 0.167], [0.131, -1.251, -0.023], [-1.020, -1.090, -1.506], [0.471, 0.288, -2.814], [2.237, -1.545, -1.025], [2.854, -0.224, -2.332], [4.007, 0.289, 0.336], [2.848, 2.658, 0.156], [1.554, 2.293, -2.381], [0.429, 2.587, -0.906], [2.092, -4.079, 4.124], [0.644, -4.029, 3.864], [-0.501, -3.990, 3.659], [2.575, -4.891, 3.570], [2.588, -3.148, 3.830], [2.308, -4.238, 5.186], [-0.683, -2.603, -5.012], [0.383, -1.592, -4.917], [1.225, -0.793, -4.842], [-0.706, -3.074, -6.001], [-0.549, -3.403, -4.276], [-1.672, -2.166, -4.839], [1.195, -3.457, -8.818], [-0.135, -3.844, -8.317], [-1.185, -4.150, -7.921], [1.995, -4.006, -8.310], [1.297, -3.657, -9.890], [1.389, -2.390, -8.669], [0.046, 6.038, -0.156], [-0.900, 5.019, -0.640], [-1.648, 4.214, -1.022], [0.793, 6.290, -0.916], [-0.465, 6.968, 0.116], [0.590, 5.696, 0.731], [-2.937, -5.751, 1.417], [-2.853, -6.551, 0.183], [-2.787, -7.183, -0.791], [-2.305, -6.164, 2.210], [-2.615, -4.718, 1.252], [-3.960, -5.713, 1.806], [5.146, -1.939, -9.189], [3.778, -2.483, -9.234], [2.698, -2.913, -9.269], [5.145, -0.844, -9.171], [5.687, -2.277, -8.298], [5.733, -2.248, -10.060], [4.006, 7.666, -0.069], [2.722, 8.358, 0.132], [1.707, 8.905, 0.291], [3.900, 6.580, 0.026], [4.422, 7.865, -1.063], [4.755, 7.983, 0.664], [1.326, 12.170, 0.965], [1.673, 13.313, 1.827], [1.947, 14.215, 2.508], [1.191, 12.476, -0.077], [2.106, 11.402, 0.979], [0.394, 11.691, 1.284], [-0.926, -4.213, 7.180], [0.315, -3.720, 7.802], [1.295, -3.330, 8.293], [-1.812, -3.896, 7.740], [-1.040, -3.842, 6.156], [-0.947, -5.307, 7.132], [0.248, 13.451, -3.072], [0.952, 12.177, -3.295], [1.508, 11.171, -3.471], [-0.570, 13.341, -2.351], [0.921, 14.223, -2.682], [-0.188, 13.840, -3.998], [-6.505, -5.542, -1.021], [-6.137, -4.833, 0.217], [-5.847, -4.273, 1.194], [-7.395, -5.107, -1.487], [-5.700, -5.504, -1.763], [-6.722, -6.599, -0.832], [5.103, 0.951, -4.808], [3.735, 0.407, -4.852], [2.655, -0.023, -4.888], [5.102, 2.046, -4.790], [5.644, 0.613, -3.917], [5.690, 0.642, -5.679], [-4.557, -6.440, 6.057], [-4.210, -5.297, 6.919], [-3.936, -4.395, 7.600], [-4.691, -6.134, 5.014], [-3.776, -7.208, 6.070], [-5.488, -6.919, 6.376], [-9.205, -2.174, 1.712], [-9.121, -2.974, 0.478], [-9.055, -3.605, -0.497], [-8.573, -2.587, 2.505], [-8.883, -1.141, 1.546], [-10.228, -2.136, 2.100], [3.742, -5.411, 9.284], [4.446, -6.685, 9.061], [5.003, -7.692, 8.884], [2.925, -5.522, 10.004], [4.415, -4.640, 9.673], [3.307, -5.022, 8.357]], "mulliken_charge": [-0.48, -0.50, -0.29, -0.71, -0.53, 0.38, -0.38, -0.15, 0.02, -0.26, 0.16, 0.06, 0.28, 0.14, 0.36, 0.32, 0.03, 0.21, 0.39, 0.11, 0.26, 0.35, 0.44, -0.11, 0.35, 0.27, 0.43, -0.36, -0.60, 0.42, -0.40, 0.33, 0.26, 0.07, -0.74, 0.53, -0.29, -0.04, 0.29, 0.28, -0.70, 0.07, -0.56, 0.31, 0.36, 0.34, -0.82, 0.33, -0.43, 0.22, 0.40, 0.29, -0.52, 0.35, -0.42, 0.31, 0.18, 0.08, -1.00, 0.58, -0.24, 0.26, 0.26, 0.32, -0.76, 0.44, -0.40, 0.17, 0.28, 0.32, -0.30, 0.26, -0.36, 0.01, 0.08, 0.28, -0.64, 0.30, -0.49, 0.38, 0.16, 0.28, -0.82, 0.36, -0.40, 0.27, 0.28, 0.32, -0.84, 0.46, -0.47, 0.34, 0.29, 0.25, -1.04, 0.40, -0.13, 0.29, 0.30, 0.28, -0.71, 0.45, -0.50, 0.16, 0.27, 0.30, -0.80, 0.40, -0.42, 0.26, 0.26, 0.29, -0.42, 0.30, -0.36, 0.25, 0.27, -0.05]}



no.,frontier orbital gap (eV)
1,6.68
2,3.82